# 1
The following is a quantum chemistry calculation of an isolated molecule of C23H27N3O5, from OMol25.

Results
**SMILES**: COc1ccccc1NC(=O)c1ccc2c(c1)N(CC(=O)NC(C)C)C(=O)C(C)(C)O2
**LUMO energy**: 0.622 eV
**E_HOMO**: -0.3073 hartree

```
58
Properties=species:S:1:pos:R:3:mulliken_charge:R:1
C -4.382 -1.639 -0.152 -0.8377
H -5.234 -1.626 -0.838 0.4148
O -3.922 -0.331 0.120 -0.5059
C -3.369 0.378 -0.903 0.9203
C -3.320 -0.027 -2.229 -0.4117
C -2.704 0.774 -3.178 -0.6895
C -2.146 1.988 -2.823 -0.8624
C -2.198 2.407 -1.504 0.0545
C -2.792 1.608 -0.540 -0.2857
N -2.829 1.996 0.810 0.0110
C -1.805 2.463 1.572 -0.2360
O -1.997 2.900 2.690 -0.6695
C -0.435 2.346 0.991 -0.0093
C 0.506 3.341 1.224 -0.6890
C 1.807 3.186 0.784 -0.8316
C 2.183 2.035 0.106 0.4575
C 1.231 1.043 -0.162 0.3188
C -0.063 1.195 0.305 0.2900
H -0.783 0.413 0.143 0.2051
N 1.613 -0.072 -0.927 0.0188
C 2.925 -0.340 -1.175 0.3282
O 3.278 -1.259 -1.885 -0.6746
C 3.927 0.546 -0.426 1.6311
C 5.241 0.602 -1.199 -1.7439
H 5.085 1.115 -2.144 0.4104
H 5.587 -0.407 -1.400 0.3715
H 5.985 1.143 -0.622 0.4137
C 4.131 -0.072 0.967 -1.5114
H 4.887 0.493 1.509 0.4285
H 3.204 -0.040 1.540 0.2669
H 4.459 -1.103 0.868 0.3800
O 3.470 1.891 -0.302 -0.5379
C 0.603 -0.859 -1.605 -0.7322
H 1.135 -1.507 -2.311 0.5743
H -0.073 -0.207 -2.168 0.0013
C -0.252 -1.753 -0.706 0.5605
O -1.328 -2.169 -1.085 -0.6313
N 0.283 -2.046 0.490 0.1855
H 1.168 -1.642 0.750 0.1914
C -0.433 -2.786 1.515 0.2519
C -1.209 -1.822 2.413 -1.0237
H -1.736 -2.374 3.186 0.4844
H -1.939 -1.266 1.829 0.0544
H -0.534 -1.113 2.890 0.2679
C 0.558 -3.626 2.310 -1.5828
H 0.030 -4.243 3.031 0.4125
H 1.125 -4.276 1.647 0.3934
H 1.252 -2.984 2.850 0.3631
H -1.139 -3.435 0.987 0.2812
H 2.554 3.944 0.961 0.5100
H 0.213 4.226 1.767 0.4932
H -3.707 1.857 1.294 0.2548
H -1.768 3.352 -1.209 0.5220
H -1.674 2.611 -3.566 0.4148
H -2.663 0.438 -4.203 0.3999
H -3.733 -0.976 -2.526 0.3778
H -3.576 -2.251 -0.567 0.2800
H -4.698 -2.042 0.808 0.2707
```


# 2
The following is a quantum chemistry calculation of an isolated molecule of C9H16N2O4 at a distorted geometry, from OMol25.

Results
**SMILES**: C[C@@H](O)[C@H](N)C(=O)N1CCC[C@H]1C(=O)O
**LUMO energy**: 0.341 eV
**E_HOMO**: -0.3561 hartree

```
31
Properties=species:S:1:pos:R:3:mulliken_charge:R:1
C 1.570 -0.382 -0.046 0.5784
C 0.315 0.471 0.301 -0.0837
C 2.671 -0.110 0.935 0.0135
C 3.535 1.144 0.768 -1.1856
C -1.994 0.771 -0.395 -0.2418
C -2.670 0.787 1.050 0.6085
C -2.765 -0.022 -1.433 -0.7924
C -2.542 -1.482 -1.001 -0.7201
C -1.052 -1.451 -0.549 -0.8382
H 1.222 -0.216 -1.998 0.3327
H 2.713 -0.696 -1.626 0.3037
H 1.208 -1.395 0.203 0.2223
H 3.380 -0.960 0.838 0.4688
H 1.298 0.335 2.336 0.3596
H 4.136 1.437 1.648 0.3743
H 4.233 0.965 -0.096 0.2897
H 2.848 1.997 0.553 0.2270
H -1.775 1.789 -0.668 0.3673
H -3.831 0.209 -1.445 0.3795
H -2.360 0.224 -2.442 0.3577
H -2.697 -2.130 -1.842 0.3882
H -3.186 -1.729 -0.188 0.3726
H -0.436 -1.927 -1.390 0.3255
H -0.856 -2.043 0.287 0.5026
H -0.939 1.430 1.539 0.3285
N 2.015 0.005 -1.390 -0.6472
N -0.836 -0.076 -0.215 0.1694
O 0.335 1.580 0.787 -0.6542
O 2.102 -0.200 2.228 -0.6187
O -3.779 0.327 1.279 -0.5918
O -1.865 1.345 1.971 -0.5961
```


# 3
The following is a quantum chemistry calculation of a structure of composition C15H33ClIO2P2Tm at a distorted geometry, from OMol25.

Results
**LUMO energy (spin up / spin down)**: -7.029 / -7.788 eV
**E_HOMO (spin up / spin down)**: -0.5060 / -0.5015 hartree
**Spin multiplicity**: 3
**Net charge**: +2

```
55
Properties=species:S:1:pos:R:3:lowdin_spin:R:1
C -0.607 -1.843 -1.434 0.0007
C 0.622 -1.154 -1.973 -0.0003
H -0.523 -2.938 -1.535 0.0000
H -1.509 -1.537 -1.978 0.0000
H -0.775 -1.613 -0.365 0.0010
O 1.764 -1.474 -1.706 0.0026
I 1.100 1.933 -0.370 0.2237
Tm -1.247 1.301 1.836 1.2882
P 0.230 0.239 -3.130 0.0006
C 1.750 1.062 -3.529 0.0068
C -0.309 -0.585 -4.618 0.0000
H -1.974 0.664 -2.217 0.0000
H -1.484 1.799 -3.534 0.0000
H -0.826 1.970 -1.891 0.0015
C -1.155 1.245 -2.649 0.0005
H -1.347 -0.917 -4.484 0.0000
H -0.244 0.141 -5.439 0.0000
H 1.698 1.325 -4.594 0.0002
H 2.584 0.387 -3.307 0.0000
H 0.347 -1.449 -4.807 0.0000
H 1.891 1.975 -2.933 0.0082
C 0.793 -0.089 1.436 0.2542
O 1.702 -0.750 1.003 0.0834
Cl -3.232 0.222 0.886 -0.0011
C 2.090 1.495 3.906 -0.0009
C 1.663 0.056 4.244 0.0170
C 1.460 -0.107 5.747 0.0091
P 0.239 -0.489 3.276 0.0938
C 0.104 -2.278 3.088 0.0066
C 0.687 -3.097 4.240 0.0039
C -1.269 -2.785 2.628 -0.0002
C -1.349 0.204 3.956 -0.0031
C -1.786 -0.631 5.192 0.0049
C -1.313 1.729 4.269 -0.0028
H 1.365 2.232 4.288 -0.0003
H 2.245 1.667 2.832 -0.0008
H 3.043 1.674 4.428 -0.0003
H 2.444 -0.645 3.901 -0.0003
H 0.722 0.605 6.136 0.0001
H 1.164 -1.122 6.032 0.0002
H 2.420 0.111 6.233 0.0023
H 0.798 -2.413 2.243 0.0016
H 0.128 -2.978 5.173 0.0000
H 0.646 -4.143 3.922 0.0007
H 1.738 -2.850 4.418 0.0001
H -1.863 -2.070 2.041 0.0000
H -1.074 -3.644 1.969 -0.0001
H -1.870 -3.128 3.479 0.0000
H -2.147 -0.020 3.176 0.0006
H -1.070 -0.518 6.000 0.0000
H -2.755 -0.241 5.508 0.0000
H -1.915 -1.690 4.971 0.0000
H -0.983 2.503 3.476 -0.0021
H -2.349 2.018 4.507 -0.0001
H -0.643 1.881 5.111 -0.0003
```


# 4
The following is a quantum chemistry calculation of a cluster of 4 separate species, C27H53BBrIO19S4 in total, from OMol25.

Results
**SMILES**: CCCC[C@@]1(Br)OS(=O)(=O)[C@@](CCCI)(B(C)O)[C@@](CCO)(COCC)[C@]1(CC)OCC.O=S1(=O)OCCO1.O=S1(=O)OCCO1.O=S1(=O)OCCO1
**LUMO energy**: 0.178 eV
**E_HOMO**: -0.3445 hartree

```
106
Properties=species:S:1:pos:R:3:mulliken_charge:R:1
C -5.866 -2.735 -6.247 -1.2704
C -5.676 -2.165 -4.834 -0.3828
C -4.238 -2.317 -4.325 -0.7701
C -4.095 -1.703 -2.922 -0.6427
C -2.748 -1.024 -2.650 -0.8988
Br -1.423 -2.419 -3.129 -0.0424
O -2.753 0.023 -3.613 -0.2178
S -1.613 1.132 -3.677 1.5227
O -2.068 2.081 -4.646 -0.8106
O -0.360 0.486 -3.902 -0.7353
C -1.718 1.836 -2.033 0.8902
C -0.744 3.062 -2.164 -2.0782
C -0.406 3.917 -0.936 -0.4913
C -0.482 5.406 -1.234 -1.6117
I 0.965 6.033 -2.675 -0.0175
B -3.159 2.592 -1.911 0.9599
C -4.352 2.581 -2.941 -0.9464
O -3.306 3.375 -0.788 -0.7880
C -1.440 0.670 -0.985 3.0077
C -0.039 -0.019 -1.094 -1.8185
C 1.247 0.774 -1.348 -1.1436
O 2.338 0.010 -0.807 -0.3777
C -1.466 1.168 0.487 -2.3261
O -0.202 1.624 0.915 -0.0716
C -0.015 1.492 2.317 -0.3563
C 0.578 0.140 2.683 -0.6476
C -2.548 -0.509 -1.118 1.8315
C -3.997 -0.187 -0.652 -0.7079
C -4.417 0.568 0.622 -2.1335
O -1.965 -1.591 -0.421 -0.2898
C -2.694 -2.608 0.246 0.2108
C -3.082 -2.321 1.697 -1.2476
H -6.369 -3.702 -6.236 0.3004
H -6.437 -2.052 -6.877 0.3535
H -4.895 -2.861 -6.733 0.3551
H -6.383 -2.606 -4.124 0.3512
H -5.899 -1.092 -4.854 0.2278
H -4.003 -3.382 -4.289 0.4122
H -3.588 -1.808 -5.038 0.4871
H -4.255 -2.484 -2.179 0.4923
H -4.870 -0.939 -2.847 0.2538
H -1.228 3.734 -2.886 1.0236
H 0.175 2.778 -2.678 0.8184
H -1.082 3.743 -0.104 0.2511
H 0.598 3.700 -0.572 0.4218
H -1.440 5.669 -1.684 0.4462
H -0.344 6.005 -0.338 0.6409
H -4.679 1.577 -3.214 0.0853
H -5.218 3.107 -2.523 0.4487
H -4.087 3.078 -3.876 0.3266
H -3.889 4.121 -0.965 0.2746
H -0.058 -0.788 -1.854 0.4450
H 0.148 -0.526 -0.149 0.5344
H 1.427 0.946 -2.407 0.2745
H 1.289 1.721 -0.825 0.1250
H 2.587 -0.661 -1.449 0.3308
H -1.742 0.295 1.083 0.1305
H -2.205 1.942 0.664 0.2992
H -0.972 1.639 2.833 0.3099
H 0.654 2.300 2.620 0.4314
H 0.005 -0.676 2.235 0.0685
H 1.618 0.075 2.357 -0.0402
H 0.557 0.008 3.767 0.4781
H -4.483 0.349 -1.471 -0.1973
H -4.543 -1.129 -0.616 0.6777
H -5.482 0.372 0.772 0.5086
H -4.315 1.643 0.533 0.2500
H -3.903 0.257 1.524 0.3120
H -2.021 -3.468 0.232 0.5826
H -3.574 -2.937 -0.315 0.0002
H -4.128 -2.035 1.804 0.2865
H -2.434 -1.564 2.139 0.1151
H -2.944 -3.232 2.283 0.4954
C 4.908 -0.327 1.474 0.7750
C 6.039 -1.097 0.827 -0.4124
O 6.736 -1.691 1.941 -0.3729
S 5.693 -2.060 3.086 1.0452
O 5.322 -3.430 2.974 -0.5295
O 6.172 -1.547 4.318 -0.5596
O 4.483 -1.192 2.551 -0.1425
H 5.243 0.619 1.898 -0.1540
H 4.068 -0.157 0.803 -0.2408
H 6.725 -0.463 0.274 0.3330
H 5.674 -1.899 0.183 0.3226
C 8.269 4.283 2.631 -0.3103
C 7.909 4.188 1.161 -0.3348
O 6.713 3.390 1.160 -0.2797
S 5.848 3.701 2.466 1.1051
O 4.835 4.646 2.173 -0.5594
O 5.528 2.458 3.073 -0.5311
O 6.999 4.433 3.286 -0.3061
H 8.746 3.372 2.994 0.2756
H 8.887 5.145 2.865 0.3040
H 8.666 3.686 0.567 0.3063
H 7.683 5.165 0.731 0.2828
C 3.093 -5.389 5.555 -0.2994
C 2.768 -5.488 4.080 -0.2182
O 1.553 -6.258 4.048 -0.3205
S 0.665 -5.926 5.328 1.0649
O -0.318 -4.956 5.002 -0.5024
O 0.293 -7.150 5.940 -0.5387
O 1.808 -5.209 6.177 -0.3348
H 3.541 -6.308 5.936 0.2909
H 3.730 -4.542 5.792 0.2823
H 3.535 -6.000 3.508 0.3072
H 2.579 -4.507 3.644 0.2657
```


Result set for ΔE to the lowest compared entry with this formula, charge and spin: 0.8843; 1.2788; 1.7148; 0.0000 eV, one per record in the order listed.
Result set for total energy: -1433.1892; -763.0133; -3267.0024; -6979.3807 Ha, one per record in the order listed.